(1)
{"formula": "C3H4N2O", "method": "ωB97M-V with the def2-TZVPD basis set", "smiles": "CNC(=O)C#N", "mol_weight_g_mol": 84.078, "homo_ev": -10.3, "relative_energy_kcal_mol": 40.41, "e_lumo_ev": -0.164, "symbols": ["C", "C", "C", "H", "H", "H", "H", "N", "N", "O"], "coordinates": [[-1.2536, -0.5562, 0.0560], [1.0426, 0.7482, -0.0330], [1.6578, -0.4542, -0.0259], [-1.9111, -0.8457, -0.7354], [-1.7892, -0.1663, 0.9883], [-0.5623, -1.4381, 0.2816], [-0.8406, 1.5845, -0.3194], [-0.3943, 0.6537, -0.2078], [2.4098, -1.3509, -0.0636], [1.6407, 1.8250, 0.0592]], "mulliken_charge": [-0.621, 0.465, 0.279, 0.248, 0.263, 0.238, 0.256, -0.242, -0.345, -0.541]}

=====

(2)
{"formula": "C22H27N3O5S", "method": "ωB97M-V with the def2-TZVPD basis set", "smiles": "CCCCOc1ccc(N2C(=O)C[C@H](NCCc3ccc(S(N)(=O)=O)cc3)C2=O)cc1", "mol_weight_g_mol": 445.541, "homo_ev": -8.5, "relative_energy_kcal_mol": 26.67, "e_lumo_ev": 0.437, "symbols": ["C", "C", "C", "C", "O", "C", "C", "C", "C", "C", "C", "H", "H", "N", "C", "O", "C", "N", "H", "C", "C", "C", "C", "C", "C", "C", "C", "H", "H", "S", "O", "O", "N", "H", "H", "H", "H", "H", "H", "H", "H", "C", "C", "O", "H", "H", "H", "H", "H", "H", "H", "H", "H", "H", "H", "H", "H", "H"], "coordinates": [[-0.3305, 4.5135, 6.3092], [0.8649, 3.9368, 5.5608], [0.6093, 3.8746, 4.0575], [1.8154, 3.3085, 3.3052], [1.6138, 3.2647, 1.9068], [0.8704, 2.2744, 1.3578], [0.2872, 1.2140, 2.0450], [-0.4264, 0.2477, 1.3608], [-0.5636, 0.3133, -0.0175], [-0.0088, 1.3848, -0.7085], [0.6964, 2.3500, -0.0263], [1.1369, 3.1830, -0.5501], [-0.1441, 1.4743, -1.7719], [-1.2988, -0.6986, -0.6974], [-2.1189, -0.4665, -1.7893], [-2.2114, 0.5561, -2.4143], [-2.9537, -1.7305, -2.0198], [-3.3128, -1.9938, -3.3992], [-3.5924, -1.1094, -3.8136], [-2.4313, -2.7053, -4.2966], [-1.1286, -1.9998, -4.7415], [-0.0234, -2.0322, -3.7268], [0.5779, -0.8536, -3.2955], [1.5710, -0.8785, -2.3310], [1.9502, -2.0889, -1.7908], [1.4036, -3.2764, -2.2309], [0.4290, -3.2468, -3.2123], [0.0195, -4.1745, -3.5871], [1.7532, -4.1998, -1.7975], [3.1256, -2.1013, -0.4578], [3.4370, -3.4618, -0.1108], [4.2150, -1.2120, -0.7281], [2.1918, -1.3685, 0.7225], [1.3946, -1.9401, 0.9726], [2.7402, -1.1318, 1.5336], [2.0545, 0.0186, -1.9813], [0.2609, 0.0866, -3.7223], [-1.3618, -0.9646, -4.9990], [-0.7826, -2.5019, -5.6487], [-2.2048, -3.6796, -3.8606], [-3.0312, -2.8873, -5.1936], [-2.2118, -2.8007, -1.2326], [-1.2608, -2.0344, -0.3413], [-0.5603, -2.5063, 0.5190], [-2.8639, -3.4360, -0.6341], [-1.6134, -3.4494, -1.8713], [-3.9109, -1.5131, -1.5153], [-0.8752, -0.5625, 1.9124], [0.3773, 1.1216, 3.1152], [2.6753, 3.9716, 3.4370], [2.0857, 2.3179, 3.6910], [0.4016, 4.8760, 3.6754], [-0.2700, 3.2582, 3.8584], [1.7461, 4.5530, 5.7518], [1.0773, 2.9323, 5.9345], [-0.1307, 4.5497, 7.3773], [-0.5442, 5.5228, 5.9653], [-1.2151, 3.9020, 6.1457]], "mulliken_charge": [-1.287, -0.362, -0.336, -0.858, -0.450, 0.670, -0.245, -1.049, 0.095, -0.212, -0.833, 0.451, 0.584, 0.471, 0.415, -0.635, -0.184, -0.272, 0.342, -1.012, -1.082, 0.795, -0.620, -0.576, -0.104, -0.520, -0.493, 0.438, 0.521, 1.382, -0.738, -0.699, -0.342, 0.206, 0.296, 0.542, 0.404, 0.311, 0.502, 0.415, 0.415, -0.676, 0.059, -0.668, 0.486, 0.076, 0.450, 0.430, 0.458, 0.401, 0.340, 0.304, 0.352, 0.294, 0.320, 0.383, 0.321, 0.326]}

=====

(3)
{"formula": "H4NOPS2", "method": "ωB97M-V with the def2-TZVPD basis set", "mol_weight_g_mol": 129.146, "homo_ev": -9.6, "relative_energy_kcal_mol": 46.03, "e_lumo_ev": 0.115, "symbols": ["N", "O", "P", "S", "S", "H", "H", "H", "H"], "coordinates": [[2.4634, -1.7594, 0.5484], [0.1579, -2.3717, 0.0773], [1.2568, -1.2780, -0.2288], [0.4743, 0.1481, -1.2861], [-2.4821, 2.7288, -0.9005], [3.3153, -1.3834, 0.5406], [0.5186, -3.2187, 0.4090], [-2.9442, 3.9684, -0.7480], [-1.5879, 3.0319, -1.6905]], "mulliken_charge": [-0.658, -0.511, 0.851, -0.308, -0.235, 0.239, 0.387, 0.133, 0.102]}